# 1
# C7H13NO

One molecule with the formula C7H13NO in a non-equilibrium geometry (ωB97M-V/def2-TZVPD, the OMol25 dataset).

Structure (XYZ):
```
22
Properties=species:S:1:pos:R:3:forces:R:3
C -1.33505 -0.79705 -1.48758 -0.040 -0.116 0.086
C -1.53073 -0.23987 -0.29944 0.030 0.697 -0.947
C -2.78330 -0.43333 0.50228 0.053 0.062 0.072
C -0.55948 0.71989 0.35051 -2.272 -0.583 3.873
O -0.95013 1.80835 0.79852 0.441 -1.167 -1.263
C 0.72519 0.14236 0.84734 -0.436 2.401 -3.322
C 1.14142 -1.28981 0.73742 0.214 -0.009 -0.147
C 1.34443 0.97878 -0.56347 1.926 -1.048 0.932
N 2.70875 1.26604 -0.15522 0.489 0.075 -0.072
H -2.08195 -1.43946 -1.93015 -0.106 -0.108 0.011
H -0.43679 -0.65700 -2.06636 0.105 0.149 -0.068
H -2.55541 -0.92880 1.44776 -0.013 0.009 0.068
H -3.21568 0.53828 0.73816 -0.035 -0.011 0.015
H -3.50640 -1.03976 -0.03906 0.010 -0.018 -0.040
H 1.00310 0.61857 1.79131 0.217 0.275 -0.513
H 0.79673 -1.76700 -0.17625 -0.173 0.008 0.035
H 2.23449 -1.29817 0.70581 -0.046 -0.168 0.202
H 0.78093 -1.85780 1.59394 0.097 -0.101 0.035
H 0.89205 1.86254 -1.03728 -0.722 -0.223 0.925
H 1.37673 0.23675 -1.36279 0.013 -0.257 0.215
H 2.69266 1.99590 0.55118 0.163 -0.024 -0.217
H 3.25842 1.58057 -0.94663 0.084 0.158 0.118
```
Forces are in eV/Å.

## Properties
- Max |F|: 4.5 eV/Å
- Calculated total energy: -404.43282 a.u.
- SMILES string: C=C(C)C(=O)[C@@H](C)CN
- Highest occupied orbital energy: -0.3318 Ha
- HOMO-LUMO gap: 9.93 eV

For each atom in turn, the Mulliken charge in e is: number 1, C, carries -1.15; number 2, C, carries 0.87; number 3, C, carries -1.28; number 4, C, carries 0.61; number 5, O, carries -0.65; number 6, C, carries 0.08; number 7, C, carries -1.50; number 8, C, carries -0.72; number 9, N, carries -0.59; number 10, H, carries 0.29; number 11, H, carries 0.27; number 12, H, carries 0.29; number 13, H, carries 0.31; number 14, H, carries 0.39; number 15, H, carries 0.58; number 16, H, carries 0.29; number 17, H, carries 0.43; number 18, H, carries 0.36; number 19, H, carries 0.39; number 20, H, carries 0.30; number 21, H, carries 0.23; number 22, H, carries 0.22

***

# 2
# C7H13NO

A 3-piece molecular cluster, C7H13NO overall in a non-equilibrium geometry (ωB97M-V/def2-TZVPD, the OMol25 dataset).

Structure (XYZ):
```
22
Properties=species:S:1:pos:R:3:forces:R:3
C -0.10936 1.60710 -0.32955 0.542 1.245 -0.237
C 1.15865 1.69442 0.08263 -0.775 0.872 -0.565
C -0.46389 1.41261 -1.77335 0.139 -0.338 0.153
C -1.25763 1.96846 0.56353 0.168 -0.417 0.088
C 1.59161 -0.45567 1.09530 1.760 -0.694 1.108
C -0.31449 -2.02629 0.42090 -0.336 -0.127 -0.701
N -0.39159 -2.90273 1.47893 0.055 -0.027 0.247
C 0.49797 -2.16736 -0.62991 -0.548 -0.183 0.001
O 2.69034 -0.74042 0.96342 -0.860 0.338 -0.015
H -0.93495 -1.13142 0.51693 0.133 -0.333 -0.010
H 0.06397 -3.79350 1.34996 -0.141 0.047 0.041
H -1.25527 -2.94142 1.99339 0.091 0.001 -0.036
H 1.40476 2.01516 1.08203 -0.019 -0.097 0.185
H 1.98195 1.61681 -0.60902 0.124 -0.237 -0.119
H -0.93988 2.02240 1.60059 -0.041 0.014 0.140
H -1.67794 2.93355 0.27723 -0.020 0.025 -0.059
H -1.15928 0.58055 -1.87911 -0.123 -0.098 -0.157
H 0.41867 1.21400 -2.37508 0.068 -0.071 -0.078
H -0.94904 2.30256 -2.17406 -0.102 0.065 0.025
H -2.04932 1.22636 0.47144 -0.212 -0.036 0.079
H 0.53819 -1.41925 -1.39899 0.003 0.207 -0.099
H 1.15651 -3.01592 -0.72722 0.092 -0.156 0.007
```
Forces are in eV/Å.

## Properties
- Max |F|: 2.2 eV/Å
- Calculated total energy: -404.43565 a.u.
- Highest occupied orbital energy: -0.2963 Ha
- HOMO-LUMO gap: 9.00 eV

For each atom in turn, the Mulliken charge in e is: number 1, C, carries 1.16; number 2, C, carries -1.28; number 3, C, carries -1.37; number 4, C, carries -1.36; number 5, C, carries 0.22; number 6, C, carries 0.42; number 7, N, carries -0.44; number 8, C, carries -0.91; number 9, O, carries -0.28; number 10, H, carries 0.10; number 11, H, carries 0.19; number 12, H, carries 0.21; number 13, H, carries 0.44; number 14, H, carries 0.35; number 15, H, carries 0.33; number 16, H, carries 0.40; number 17, H, carries 0.30; number 18, H, carries 0.34; number 19, H, carries 0.39; number 20, H, carries 0.30; number 21, H, carries 0.22; number 22, H, carries 0.25

***

# 3
# C7H13NO

One molecule with the formula C7H13NO in a non-equilibrium geometry (ωB97M-V/def2-TZVPD, the OMol25 dataset).

Structure (XYZ):
```
22
Properties=species:S:1:pos:R:3:forces:R:3
C -2.52964 0.36298 -0.51404 0.725 0.575 -0.117
O -1.38314 -0.23325 -1.05444 0.311 0.516 -0.380
C -0.05929 0.30167 -0.89405 -0.677 -0.388 0.215
C 0.66237 -1.03474 -1.08079 1.196 0.553 0.787
C 0.25595 -1.72985 0.30251 -0.229 0.161 0.514
N -0.21954 -0.57979 1.17525 0.536 0.332 2.026
C 0.42958 0.55107 0.57892 0.086 -0.339 0.303
C 1.95450 0.62501 0.83470 0.106 -1.765 -1.076
C -0.05399 1.69344 -0.25510 0.148 0.407 -0.649
H -2.36995 0.45539 0.54595 -0.456 0.050 0.676
H -2.76506 1.35391 -0.93796 0.029 -0.296 -0.088
H -3.29462 -0.34101 -0.75829 -0.806 -0.219 0.089
H 0.29586 -1.64403 -1.86790 -0.418 -0.218 -0.972
H 1.73852 -0.87232 -1.23759 -0.252 -0.395 0.360
H 1.11951 -2.26210 0.75970 -0.564 0.139 -0.322
H -0.63824 -2.39153 0.22248 1.010 0.166 -0.298
H 0.03336 -0.64438 2.20247 -0.321 -0.357 -1.762
H 2.40048 -0.42888 0.92462 -0.664 1.457 0.114
H 2.16788 1.17725 1.73964 0.070 0.216 0.197
H 2.48704 1.06486 -0.02789 -0.174 0.088 0.449
H -1.03093 2.22641 -0.20526 0.919 -0.675 -0.041
H 0.79936 2.34991 -0.45292 -0.575 -0.005 -0.025
```
Forces are in eV/Å.

## Properties
- Max |F|: 2.1 eV/Å
- Calculated total energy: -404.34747 a.u.
- SMILES string: CO[C@]12CCN[C@]1(C)C2
- Highest occupied orbital energy: -0.2868 Ha
- HOMO-LUMO gap: 8.81 eV

For each atom in turn, the Mulliken charge in e is: number 1, C, carries -0.84; number 2, O, carries -0.32; number 3, C, carries 0.32; number 4, C, carries -0.85; number 5, C, carries -0.53; number 6, N, carries -0.42; number 7, C, carries 0.76; number 8, C, carries -1.62; number 9, C, carries -0.66; number 10, H, carries 0.42; number 11, H, carries 0.26; number 12, H, carries 0.25; number 13, H, carries 0.41; number 14, H, carries 0.31; number 15, H, carries 0.32; number 16, H, carries 0.34; number 17, H, carries 0.34; number 18, H, carries 0.28; number 19, H, carries 0.40; number 20, H, carries 0.41; number 21, H, carries 0.17; number 22, H, carries 0.27

***

# 4
# C7H13NO2

One molecule with the formula C7H13NO2 in a non-equilibrium geometry (ωB97M-V/def2-TZVPD, the OMol25 dataset).

Structure (XYZ):
```
23
Properties=species:S:1:pos:R:3:forces:R:3
C -1.19215 -2.32115 0.63166 0.638 2.010 2.058
C -0.72036 -1.15981 1.11973 -0.439 0.948 -4.114
C -0.39039 0.24073 0.05369 0.356 -4.362 1.666
C 0.41811 1.15956 0.88138 -0.174 -0.754 1.902
C 1.03367 2.24609 0.07860 -1.679 1.250 -0.166
N 0.20174 -0.38913 -1.17783 2.220 0.929 -0.355
C 1.57874 -0.92587 -0.98040 0.689 -1.982 3.025
C -1.77650 0.64857 -0.21266 -2.243 0.421 0.418
O -2.42621 1.46255 0.44770 1.447 -1.573 -1.830
O -2.32082 -0.11179 -1.20389 -0.338 -0.552 0.124
H -1.34887 -3.00261 1.44544 -0.347 -0.918 -0.259
H -1.51369 -2.51488 -0.36387 0.170 -0.362 -0.518
H -0.62628 -1.02478 2.16347 0.444 0.430 0.888
H 1.19959 0.56750 1.44186 -0.497 0.495 -0.811
H -0.22688 1.55435 1.74788 0.726 -0.333 -1.515
H 0.27529 3.01210 -0.25261 0.834 -0.755 0.287
H 1.65280 1.95674 -0.73701 0.270 -0.509 -0.772
H 1.66275 2.63713 0.80021 1.546 1.845 0.998
H 0.49871 0.30614 -1.89399 -1.633 0.092 0.564
H 1.94402 -1.56003 -1.84789 -0.675 1.080 0.826
H 2.39723 -0.11951 -0.69329 -1.636 -1.625 -0.570
H 1.45646 -1.71349 -0.05259 0.774 1.966 -2.188
H -1.77701 -0.94840 -1.39561 -0.452 2.257 0.342
```
Forces are in eV/Å.

## Properties
- Max |F|: 4.7 eV/Å
- Calculated total energy: -479.66542 a.u.
- SMILES string: C=C[C@@](CC)(NC)C(=O)O
- Highest occupied orbital energy: -0.3667 Ha
- HOMO-LUMO gap: 10.74 eV

For each atom in turn, the Mulliken charge in e is: number 1, C, carries -0.91; number 2, C, carries -0.35; number 3, C, carries 1.12; number 4, C, carries -0.96; number 5, C, carries -1.42; number 6, N, carries -0.42; number 7, C, carries -0.78; number 8, C, carries 0.51; number 9, O, carries -0.60; number 10, O, carries -0.53; number 11, H, carries 0.32; number 12, H, carries 0.25; number 13, H, carries 0.40; number 14, H, carries 0.40; number 15, H, carries 0.40; number 16, H, carries 0.29; number 17, H, carries 0.39; number 18, H, carries 0.45; number 19, H, carries 0.26; number 20, H, carries 0.31; number 21, H, carries 0.21; number 22, H, carries 0.28; number 23, H, carries 0.38